{
  "formula": "C13H25N3O",
  "method": "wB97M-V/def2-TZVPD",
  "multiplicity": 1,
  "e_above_lowest_kj_mol": 741.8,
  "energy_ha": -749.5907,
  "symbols": ["C", "C", "C", "N", "C", "C", "C", "C", "O", "H", "H", "H", "H", "H", "H", "H", "H", "H", "H", "H", "H", "H", "H", "C", "C", "N", "C", "C", "N", "C", "C", "H", "H", "H", "H", "H", "H", "H", "H", "H", "H", "H"],
  "positions_angstrom": [[0.652923, -6.166156, 1.678242], [1.123245, -5.146128, 0.636914], [0.242547, -3.860255, 0.634581], [0.985884, -2.654732, 1.093099], [1.171828, -1.688009, 0.017340], [2.490908, -0.892918, 0.112698], [0.487287, -2.139381, 2.278822], [0.556356, -0.632245, 2.564214], [0.057953, -2.813286, 3.120441], [1.348551, -6.188177, 2.514918], [0.653898, -7.154781, 1.216853], [1.037721, -5.610434, -0.338282], [2.150270, -4.839613, 0.822481], [-0.629744, -4.075510, 1.232685], [-0.095809, -3.730960, -0.390173], [0.327575, -0.999025, -0.057929], [1.210920, -2.180260, -0.933805], [2.244310, 0.161957, 0.011091], [3.147167, -1.137792, -0.707922], [2.966714, -1.021573, 1.070942], [0.207799, -0.008328, 1.745333], [1.604898, -0.422611, 2.749578], [0.038381, -0.411394, 3.473191], [-2.146697, 0.573939, -0.895732], [-1.422754, 1.718604, -0.234470], [-1.390692, 2.958566, -1.022852], [-2.235539, 3.330198, -2.041663], [-1.837210, 4.554620, -2.464698], [-0.761575, 4.920024, -1.688768], [-0.510458, 3.940080, -0.815311], [-0.005864, 6.164824, -1.784549], [-1.721083, 0.359850, -1.877579], [-2.045890, -0.313473, -0.274285], [-3.212265, 0.765261, -1.032477], [-0.388145, 1.426226, -0.047180], [-1.884345, 1.956109, 0.725850], [-3.029358, 2.681154, -2.361649], [-2.199235, 5.213338, -3.233021], [0.265878, 3.942335, -0.069773], [1.040704, 5.938553, -1.979174], [-0.095576, 6.716354, -0.850604], [-0.401479, 6.765047, -2.597380]],
  "forces_ev_per_a": [[0.4628, 0.0274, -0.6549], [-1.0186, -0.3228, 1.0607], [1.0022, -1.0148, -0.2859], [-1.3957, 0.6915, -1.0608], [0.9964, 0.3395, 0.2159], [-0.9424, 0.4834, -0.0873], [1.3549, 2.5761, -2.1329], [0.8876, -0.2782, -0.7314], [-1.8435, -2.8946, 3.3711], [-0.0763, -0.0233, 0.4018], [-0.1465, -0.2617, 0.1110], [0.1731, 0.0138, -0.4587], [0.3885, 0.2555, -0.2524], [-0.0455, 0.1618, 0.4737], [-0.0772, 0.5845, -0.2385], [-0.2260, 0.1265, 0.0320], [-0.1829, -0.6689, -0.2437], [0.2097, 0.3371, 0.0310], [0.4018, -0.2249, -0.0129], [0.3168, -0.1917, 0.1528], [0.0092, 0.1516, -0.0400], [0.2324, 0.3772, -0.0980], [-0.5117, -0.0958, 0.3923], [-0.1910, 0.0609, -0.4678], [-0.0260, -0.1187, 0.4850], [0.0214, -0.1009, -0.0155], [0.0262, -0.1576, 0.0330], [0.1029, 0.1267, 0.0662], [0.0041, 0.1683, -0.0411], [0.0243, -0.0376, -0.0644], [0.0447, -0.0875, 0.1165], [0.0590, -0.1050, 0.0520], [0.0216, -0.0052, -0.0031], [0.0098, 0.0319, 0.1222], [0.0306, 0.1095, -0.0072], [0.0519, -0.0086, 0.0199], [-0.0149, 0.0860, -0.1150], [-0.1184, -0.1143, -0.0402], [0.0137, -0.0289, -0.0280], [0.0047, 0.0372, -0.0192], [0.0100, 0.0407, -0.0251], [-0.0438, -0.0459, -0.0132]],
  "mulliken_charge": [-0.82, -0.78, -0.95, 0.38, -0.30, -1.38, 0.52, -0.99, -0.47, 0.07, 0.15, 0.32, 0.31, 0.37, 0.51, -0.24, 0.74, 0.29, 0.37, 0.36, -0.04, 0.32, 0.41, -1.56, 0.18, 0.20, -0.30, -0.45, 0.12, -0.28, -0.83, 0.43, 0.35, 0.47, 0.07, 0.24, 0.41, 0.42, 0.40, 0.35, 0.34, 0.29]
}

=====

{
  "formula": "C13H25N5O13",
  "method": "wB97M-V/def2-TZVPD",
  "multiplicity": 1,
  "energy_ha": -1761.6781,
  "smiles": "C#CCCC[C@@H]1COC(=O)O1.C[N+](=O)[O-].C[N+](=O)[O-].C[N+](=O)[O-].C[N+](=O)[O-].C[N+](=O)[O-]",
  "symbols": ["C", "C", "C", "C", "C", "C", "C", "O", "C", "O", "O", "H", "H", "H", "H", "H", "H", "H", "H", "H", "H", "C", "N", "O", "O", "H", "H", "H", "C", "N", "O", "O", "H", "H", "H", "C", "N", "O", "O", "H", "H", "H", "C", "N", "O", "O", "H", "H", "H", "C", "N", "O", "O", "H", "H", "H"],
  "positions_angstrom": [[0.332642, 4.608213, -2.998420], [0.604076, 3.655145, -2.326029], [1.027540, 2.412082, -1.645556], [0.674288, 2.475666, -0.129378], [1.308176, 1.220599, 0.529590], [0.943540, 1.082707, 2.031623], [2.218381, 1.230864, 2.880750], [1.992354, 0.165029, 3.823792], [1.589223, -0.843850, 2.963529], [2.040680, -1.927146, 2.884405], [0.558456, -0.316671, 2.229593], [0.210235, 5.286688, -3.830021], [0.507489, 1.548503, -2.069264], [2.114392, 2.310266, -1.735862], [-0.415433, 2.371827, -0.081323], [1.027976, 3.399426, 0.335595], [0.859551, 0.369997, -0.002309], [2.390348, 1.178827, 0.357736], [0.061699, 1.660294, 2.316177], [2.352264, 2.236593, 3.285284], [3.173309, 0.956101, 2.412810], [-1.517364, -0.736926, 4.551235], [-2.725542, 0.091475, 4.812610], [-2.696812, 0.841864, 5.767201], [-3.655912, -0.042060, 4.048963], [-0.772684, -0.513199, 5.308202], [-1.818144, -1.780094, 4.600733], [-1.151275, -0.480667, 3.560573], [0.702376, -5.027168, 2.097099], [-0.575370, -5.544441, 1.539591], [-0.583709, -5.899386, 0.378897], [-1.527424, -5.574067, 2.289839], [1.456899, -5.056957, 1.320913], [0.527042, -4.007404, 2.425026], [0.979974, -5.666805, 2.930692], [-2.665345, -4.027374, -1.070695], [-3.201782, -2.637980, -1.090511], [-2.496867, -1.754462, -0.646769], [-4.312997, -2.483966, -1.552075], [-1.674737, -4.010974, -0.637533], [-3.341598, -4.630855, -0.471712], [-2.632055, -4.378189, -2.098238], [2.681221, -2.521721, -0.372726], [1.402749, -3.044631, -0.925744], [1.393095, -3.396262, -2.084841], [0.454083, -3.080012, -0.170017], [3.433593, -2.545910, -1.153290], [2.498887, -1.503708, -0.040941], [2.964782, -3.158841, 0.460257], [-1.316570, 7.120732, -6.912092], [-0.535030, 6.458446, -5.833615], [-0.793940, 6.758967, -4.683147], [0.309509, 5.661701, -6.177445], [-2.027591, 7.800489, -6.456465], [-0.612919, 7.657830, -7.541484], [-1.826624, 6.341313, -7.470848]],
  "forces_ev_per_a": [[0.2477, -0.0493, -0.8104], [0.3667, -0.9072, -0.0496], [-0.4022, 1.2901, 0.9851], [0.5767, -1.2307, -0.6258], [-1.4039, 0.6748, -0.0843], [0.7387, -0.5443, -1.9532], [-0.6321, -0.1547, 0.4952], [0.9463, -0.4457, 0.1599], [-1.2748, 1.6302, 0.6039], [0.0245, -0.8195, 0.2060], [1.4874, -0.3345, 0.0106], [-0.1084, -0.0759, 0.9626], [0.2440, 0.0748, -0.1233], [-0.1586, -0.1350, -0.2435], [0.1613, 0.3565, 0.3827], [-0.1932, -0.0226, -0.1424], [0.1576, 0.0131, 0.2430], [-0.1401, 0.1252, 0.1708], [0.4246, 0.2653, 0.1215], [-0.2922, -0.3912, 0.5942], [-0.4379, 0.2756, -0.6299], [0.1506, -0.0169, 0.1130], [0.0795, -0.0403, 0.0976], [-0.0433, 0.0414, -0.0241], [-0.0253, 0.0242, -0.0018], [-0.0791, 0.0590, 0.0269], [-0.0544, 0.0287, -0.1296], [-0.1971, -0.1433, 0.0429], [0.1760, 0.0039, 0.0603], [0.1781, -0.0083, -0.0321], [-0.0391, -0.1136, 0.0411], [-0.0684, 0.0305, -0.0304], [-0.0825, -0.0444, -0.0404], [0.0127, -0.0294, 0.0417], [-0.1157, 0.0455, 0.0494], [0.1422, -0.0389, 0.1169], [0.0736, -0.1311, 0.0056], [-0.0626, 0.0834, -0.0166], [-0.0079, 0.0730, -0.0067], [-0.0053, 0.1088, -0.0596], [-0.0655, 0.0070, -0.1018], [-0.1159, -0.0135, 0.0201], [0.2347, 0.0197, -0.1081], [0.0826, 0.0329, -0.0768], [-0.0801, -0.0221, -0.0140], [0.0274, 0.0639, -0.0038], [-0.0943, -0.0435, -0.0561], [-0.0581, -0.0774, 0.1329], [-0.0963, 0.1208, 0.0986], [-0.1988, 0.1532, -0.0021], [-0.2411, 0.2367, -0.0891], [-0.0006, 0.1771, -0.3509], [0.0572, -0.0090, 0.0464], [0.0465, -0.0415, 0.0688], [0.0232, -0.1182, -0.0423], [0.1151, -0.0136, -0.0486]],
  "mulliken_charge": [0.41, -0.74, -0.68, -0.79, -0.70, 0.27, -0.59, -0.42, 0.62, -0.47, -0.43, 0.37, 0.30, 0.32, 0.35, 0.38, 0.14, 0.41, 0.54, 0.37, 0.36, -0.45, 0.93, -0.55, -0.54, 0.31, 0.32, 0.05, -0.62, 0.99, -0.51, -0.58, 0.18, 0.17, 0.36, -0.24, 0.96, -0.51, -0.59, -0.16, 0.28, 0.28, -0.46, 0.84, -0.59, -0.37, 0.35, -0.03, 0.23, -0.71, 0.87, -0.54, -0.51, 0.32, 0.28, 0.27]
}

=====

For the records above, the corresponding molar mass values read 239.36, 459.36 g mol⁻¹.
For the records above, the corresponding F_max values read 4.8, 2.2 eV Å⁻¹.